Here is a 6-piece molecular cluster, C12H36O6S6 overall from the OMol25 dataset. Energies are from ωB97M-V with the def2-TZVPD basis set.

Values from the calculation:
energy relative to the best compared isomer or geometry (same formula, charge and spin): 0.0 kcal per mole
DFT total energy: -3319.17029 Ha
maximum force: 0.9 eV/Å
LUMO level: 0.30 eV

Structure (ORCA input):
```
! wB97M-V def2-TZVPD RIJCOSX def2/J DEFGRID3
* xyz 0 1
C -0.05 -1.57 7.08
S -0.88 -1.06 5.58
O -2.04 -1.98 5.47
C 0.34 -1.67 4.40
H -0.27 -2.62 7.27
H -0.43 -0.98 7.91
H 1.04 -1.47 7.07
H -0.16 -2.38 3.75
H 1.20 -2.12 4.90
H 0.72 -0.86 3.78
C -3.00 1.27 2.95
S -1.65 2.35 3.37
O -0.47 1.47 3.51
C -2.19 2.73 5.03
H -3.97 1.78 2.95
H -2.99 0.43 3.65
H -2.81 0.93 1.94
H -1.38 3.23 5.55
H -2.52 1.81 5.50
H -3.03 3.43 4.98
C 0.92 1.10 -1.90
S 1.94 0.05 -0.85
O 3.13 0.88 -0.55
C 0.89 0.06 0.60
H 0.80 2.00 -1.30
H -0.03 0.63 -2.13
H 1.57 1.31 -2.74
H 0.60 1.08 0.85
H 1.53 -0.31 1.40
H 0.09 -0.68 0.47
C -1.70 -3.84 -2.78
S -0.41 -2.57 -2.65
O -0.92 -1.54 -1.69
C 0.78 -3.52 -1.73
H -2.59 -3.38 -2.37
H -1.39 -4.73 -2.23
H -1.85 -4.04 -3.84
H 1.09 -4.41 -2.28
H 0.33 -3.84 -0.79
H 1.63 -2.87 -1.54
C -1.97 2.69 -3.71
S -2.61 3.18 -2.11
O -4.02 3.58 -2.32
C -2.66 1.56 -1.36
H -0.91 2.42 -3.61
H -2.04 3.57 -4.35
H -2.56 1.86 -4.09
H -1.72 1.36 -0.84
H -2.87 0.78 -2.09
H -3.45 1.60 -0.62
C 4.15 -0.99 -4.64
S 3.78 0.67 -5.18
O 2.39 0.94 -4.77
C 4.84 1.53 -4.01
H 3.89 -1.13 -3.59
H 5.22 -1.18 -4.80
H 3.56 -1.66 -5.26
H 4.99 0.94 -3.10
H 4.31 2.43 -3.69
H 5.80 1.76 -4.45
*
```

Mulliken population analysis, charges in e, atoms 1 to 6: atom 1 (C): -1.10, atom 2 (S): 0.74, atom 3 (O): -0.72, atom 4 (C): -0.76, atom 5 (H): 0.35, atom 6 (H): 0.32

---

Here is C13H33ClIN2O2P2Yb as an isolated structure at a distorted geometry from the OMol25 dataset. Energies are from ωB97M-V with the def2-TZVPD basis set.

Values from the calculation:
energy relative to the best compared isomer or geometry (same formula, charge and spin): 4.3 kcal per mole
DFT total energy: -3373.95394 Ha
maximum force: 3.4 eV/Å
LUMO level (spin up / spin down): -7.13 / -8.00 eV
expectation value of S²: 0.75

Structure (ORCA input):
```
! wB97M-V def2-TZVPD RIJCOSX def2/J DEFGRID3
* xyz 2 2
C 6.92 -1.12 -4.48
C 5.48 -1.45 -4.10
H 7.22 -1.82 -5.29
H 7.59 -1.26 -3.62
H 7.00 -0.09 -4.85
O 4.80 -2.32 -4.60
I 4.44 -0.33 -2.51
Yb 0.52 -0.29 -0.62
P -0.22 1.83 -2.15
C -1.83 1.53 -2.99
C -0.22 3.53 -1.42
H -0.41 4.34 -2.15
H 0.79 2.75 -4.22
H 0.79 3.67 -0.99
H 2.00 2.07 -3.08
H -2.64 1.43 -2.25
H -0.94 3.61 -0.59
C 1.00 1.93 -3.51
H -2.12 2.30 -3.72
H 1.02 0.97 -4.06
H -1.74 0.57 -3.51
P 1.51 -1.68 1.52
C 0.50 -3.15 1.94
C 3.14 -2.35 0.99
H 2.46 0.08 2.85
H 2.36 -1.40 3.87
H 0.89 -0.43 3.53
C 1.84 -0.80 3.11
H 3.78 -1.50 0.70
H 3.65 -2.95 1.76
H 0.94 -3.80 2.72
H 0.39 -3.74 1.02
H 2.99 -2.97 0.09
H -0.50 -2.84 2.25
Cl 2.41 1.22 -0.06
C -3.21 2.32 0.44
N -3.38 1.15 1.29
C -4.50 1.26 2.25
C -2.41 0.20 1.34
O -1.31 0.33 0.68
N -2.66 -0.92 2.11
C -3.86 -1.73 1.87
C -2.13 -1.01 3.46
H -2.94 3.21 1.03
H -4.14 2.55 -0.10
H -2.42 2.10 -0.28
H -5.30 0.52 2.05
H -4.14 1.14 3.30
H -4.93 2.26 2.15
H -3.58 -2.78 1.83
H -4.59 -1.58 2.68
H -4.32 -1.45 0.90
H -1.87 -2.05 3.69
H -1.25 -0.37 3.58
H -2.89 -0.69 4.18
*
```

Mulliken population analysis, charges in e, atoms 1 to 6: atom 1 (C): -0.86, atom 2 (C): 0.46, atom 3 (H): 0.31, atom 4 (H): 0.30, atom 5 (H): 0.30, atom 6 (O): -0.40

---

Here is C8H23N10O14Pb as an isolated structure at a distorted geometry from the OMol25 dataset. Energies are from ωB97M-V with the def2-TZVPD basis set.

Values from the calculation:
energy relative to the best compared isomer or geometry (same formula, charge and spin): 340.9 kcal per mole
DFT total energy: -2112.30119 Ha
maximum force: 7.1 eV/Å
LUMO level: -1.94 eV

Structure (ORCA input):
```
! wB97M-V def2-TZVPD RIJCOSX def2/J DEFGRID3
* xyz -1 1
Pb 4.84 -3.00 -9.28
O 3.35 -8.69 -11.53
C 4.24 -8.59 -10.52
O 4.43 -9.57 -9.86
O 4.92 -7.56 -10.43
H 3.42 -7.76 -11.75
O 10.60 -4.98 -11.80
C 10.16 -4.93 -10.55
O 10.49 -5.89 -9.76
O 9.51 -4.02 -10.14
H 11.12 -5.79 -11.84
O 6.85 1.34 -5.23
C 7.62 0.37 -5.56
O 7.14 -0.72 -5.88
O 8.82 0.41 -5.26
H 6.05 1.05 -5.67
C 1.45 1.77 -7.99
O 2.20 0.80 -7.91
N 0.34 1.66 -7.35
N 1.48 2.85 -8.76
H -0.18 2.51 -7.23
H 0.14 0.75 -6.97
H 0.69 3.48 -8.88
H 2.21 2.82 -9.45
C 5.68 2.23 -12.35
O 5.78 1.27 -11.56
N 5.19 2.00 -13.57
N 5.97 3.48 -12.06
H 5.30 2.73 -14.26
H 5.01 1.03 -13.75
H 6.22 3.91 -11.18
H 6.23 4.01 -12.87
C -0.33 -2.01 -12.83
O 0.38 -2.41 -11.92
N -0.66 -2.69 -13.91
N -0.80 -0.76 -12.86
H -1.46 -2.24 -14.35
H -0.21 -3.56 -14.13
H -1.51 -0.44 -13.51
H -0.55 -0.22 -12.05
C 5.13 -3.96 -15.19
O 4.91 -3.57 -14.04
N 4.23 -3.82 -16.09
N 6.17 -4.48 -15.78
H 3.42 -3.23 -15.95
H 4.23 -4.41 -16.91
H 6.95 -4.74 -15.20
H 6.02 -4.62 -16.77
C 0.22 -4.86 -6.29
O 1.31 -4.86 -6.80
N 0.02 -5.42 -5.13
N -0.65 -4.01 -6.71
H -0.82 -5.23 -4.60
H 0.87 -5.81 -4.75
H -0.33 -3.51 -7.53
H -1.65 -4.14 -6.73
*
```

Mulliken population analysis, charges in e, atoms 1 to 6: atom 1 (Pb): 1.28, atom 2 (O): -0.47, atom 3 (C): 0.67, atom 4 (O): -0.65, atom 5 (O): -0.70, atom 6 (H): 0.31